Entry from OMol25: a 9-piece molecular cluster, C25H72N14O11 overall in a non-equilibrium geometry (ωB97M-V/def2-TZVPD).

```
122
Properties=species:S:1:pos:R:3
C 1.645 -0.599 -2.520
O 0.441 -0.507 -1.729
C 0.591 0.287 -0.507
C -0.589 -0.071 0.296
C -0.357 0.568 1.719
N -0.925 -1.459 0.449
H 2.412 -1.199 -2.027
H 2.092 0.405 -2.696
H 1.457 -1.049 -3.507
H 1.539 -0.042 -0.044
H 0.696 1.330 -0.837
H -1.441 0.498 -0.102
H -0.225 1.660 1.644
H 0.575 0.174 2.154
H -1.191 0.345 2.378
H -0.273 -1.943 1.071
H -0.907 -1.920 -0.458
C -3.751 2.004 -1.451
O -3.111 3.077 -0.784
C -2.272 3.848 -1.680
C -1.389 4.879 -0.976
C -0.615 4.174 0.125
N -2.140 6.027 -0.375
H -4.422 2.303 -2.277
H -4.341 1.491 -0.689
H -2.965 1.361 -1.902
H -1.719 3.168 -2.341
H -3.041 4.311 -2.313
H -0.782 5.415 -1.709
H 0.123 4.750 0.701
H -0.017 3.301 -0.183
H -1.353 3.735 0.810
H -2.541 5.864 0.534
H -2.763 6.554 -0.993
C -1.799 -0.280 -3.804
O -0.774 -0.975 -4.496
C -1.076 -2.333 -4.872
C 0.027 -2.931 -5.739
N -0.486 -4.213 -6.271
C 0.419 -4.833 -7.231
C 1.742 -5.228 -6.611
O 2.504 -5.869 -7.672
C 3.624 -6.547 -7.140
H -1.811 -0.617 -2.773
H -2.762 -0.476 -4.263
H -1.568 0.779 -3.818
H -2.085 -2.327 -5.311
H -1.125 -2.905 -3.942
H 0.966 -3.122 -5.222
H 0.298 -2.237 -6.556
H -1.462 -4.178 -6.542
H 0.747 -4.111 -8.020
H 0.041 -5.699 -7.778
H 1.480 -5.880 -5.752
H 2.326 -4.348 -6.278
H 3.400 -7.388 -6.477
H 4.279 -5.841 -6.592
H 4.249 -6.963 -7.949
C -1.250 0.407 5.944
O -1.389 1.748 6.151
C -1.927 2.262 7.334
C -2.242 3.735 7.132
N -3.312 3.875 6.158
C -3.591 5.293 5.874
C -4.442 5.317 4.569
O -3.676 4.604 3.598
C -4.449 4.228 2.432
H -0.779 0.230 4.972
H -2.244 -0.081 5.961
H -0.622 -0.037 6.729
H -1.194 2.175 8.154
H -2.900 1.802 7.639
H -1.285 4.223 6.842
H -2.625 4.145 8.057
H -3.034 3.590 5.209
H -2.624 5.850 5.694
H -4.156 5.827 6.639
H -4.548 6.348 4.181
H -5.452 4.855 4.652
H -5.339 3.644 2.692
H -3.822 3.561 1.839
H -4.710 5.048 1.753
N 1.221 -2.296 3.248
C 1.880 -3.570 3.482
N 0.936 -4.482 4.089
O 3.074 -3.864 3.150
H 0.338 -2.268 3.758
H 1.719 -1.423 3.210
H 1.095 -5.466 4.230
H -0.027 -4.235 3.909
N -3.392 -1.917 2.837
C -2.715 -2.378 3.966
N -3.550 -2.622 5.073
O -1.456 -2.549 4.010
H -2.912 -2.157 1.971
H -4.376 -1.947 2.789
H -4.546 -2.744 4.898
H -3.217 -3.229 5.828
N 4.281 2.184 1.578
C 3.638 2.490 0.280
N 4.332 2.046 -0.841
O 2.538 3.015 0.147
H 3.697 2.616 2.315
H 5.219 2.634 1.576
H 3.883 2.156 -1.760
H 5.015 1.314 -0.824
N 5.588 -1.440 -3.543
C 5.296 -0.159 -4.106
N 6.137 0.238 -5.189
O 4.398 0.568 -3.678
H 5.063 -1.872 -2.799
H 6.348 -1.954 -3.963
H 6.306 -0.461 -5.914
H 5.859 1.151 -5.586
N 2.982 -3.837 0.220
C 3.904 -2.939 -0.154
N 4.352 -2.041 0.910
O 4.374 -2.843 -1.319
H 2.565 -4.443 -0.464
H 2.630 -3.804 1.160
H 5.335 -1.868 0.803
H 4.203 -2.470 1.827
```

Its SMILES is COC[C@H](C)N.COC[C@H](C)N.COCCNCCOC.COCCNCCOC.NC(N)=O.NC(N)=O.NC(N)=O.NC(N)=O.NC(N)=O. As for the largest force on an atom: 4.0 eV Å⁻¹. The calculation puts the energy relative to the best compared isomer or geometry (same formula, charge and spin) at 11.5 kcal/mol.

Results of the Löwdin charge analysis, in e, for atoms 1 through 6:
1. C -0.0781
2. O -0.2351
3. C -0.1765
4. C -0.4378
5. C -0.0312
6. N 0.0632